Entry 1:
100
Properties=species:S:1:pos:R:3:forces:R:3 method="wB97M-V/def2-TZVPD" orbital_gap_ev="5.8 / 3.9" multiplicity=8 total_charge=-2
Tb -0.058626 0.910581 -0.716233 -0.3 1.1 1.6
O 3.229595 -0.982495 1.286089 -0.1 0.2 -0.5
C 2.946161 -0.491306 0.196472 0.8 -0.6 0.8
O 1.861887 0.104082 -0.097183 0.1 -0.1 -0.2
C 3.998583 -0.537497 -0.900892 -0.3 0.2 -0.1
C 5.260825 -1.006470 -0.566300 0.1 -0.1 0.1
C 6.294741 -1.012796 -1.482379 0.0 0.0 0.0
C 6.052390 -0.581116 -2.780760 0.3 0.0 0.1
C 4.799768 -0.140216 -3.138648 -0.3 0.1 -0.1
C 3.751163 -0.081682 -2.207391 0.5 -0.3 0.4
S 2.250265 0.567966 -2.752395 -0.3 -0.1 -0.6
H 5.406019 -1.358387 0.448096 -0.1 0.1 0.0
H 7.282342 -1.344407 -1.189297 0.0 -0.1 0.0
H 6.851075 -0.590032 -3.512361 0.0 0.0 0.0
H 4.604746 0.191381 -4.147722 0.0 0.0 -0.1
O -0.768844 1.218985 -3.023531 0.3 -1.6 -0.3
N -0.906983 0.170232 -3.751759 0.1 0.7 0.2
N -0.586258 -0.924641 -3.176102 -0.2 0.6 -0.1
O -0.155999 -1.022642 -1.952830 0.4 0.2 -0.3
C -0.641521 -2.108670 -3.929929 -0.1 -1.0 -0.6
C 0.233879 -3.139756 -3.602909 0.0 0.4 0.1
C 0.170104 -4.334442 -4.291160 -0.1 -0.1 -0.1
C -0.775116 -4.515318 -5.288866 0.0 0.0 -0.1
C -1.642826 -3.482064 -5.614282 0.1 -0.1 -0.1
C -1.578998 -2.274620 -4.943728 0.1 0.2 0.1
H 0.947321 -2.978885 -2.809850 0.0 0.0 0.1
H 0.854283 -5.133192 -4.036596 0.0 0.0 0.0
H -0.838459 -5.463334 -5.805757 0.0 0.0 -0.1
H -2.383962 -3.624971 -6.388890 0.0 0.0 0.0
H -2.250161 -1.463055 -5.178010 -0.1 0.0 0.0
C 1.288246 4.096160 -1.568971 -0.1 0.1 -0.1
N 1.796190 3.221341 -0.517500 0.0 0.1 -0.2
C 3.218563 2.995847 -0.733323 -0.1 0.0 0.0
C 1.588571 3.859505 0.783598 -0.2 -0.2 0.2
C 0.143404 3.819214 1.228969 -0.1 0.0 0.0
C -0.381977 4.919235 1.900088 0.2 0.0 0.0
C -1.701123 4.924910 2.311591 -0.1 0.2 0.2
C -2.502977 3.831585 2.046396 -0.1 -0.3 0.0
C -1.966268 2.728124 1.401096 0.0 0.5 0.1
C -0.636147 2.683348 0.982276 0.1 -0.4 -0.5
H 1.865420 5.036180 -1.623714 0.0 0.0 0.0
H 0.249181 4.351117 -1.365842 0.0 0.0 0.0
H 1.352162 3.593430 -2.534309 0.0 0.0 0.0
H 3.804920 3.915302 -0.572397 0.0 0.0 0.0
H 3.374401 2.660978 -1.756701 0.1 0.1 0.1
H 3.580629 2.223963 -0.057691 0.1 0.0 0.1
H 1.949554 4.907714 0.753900 0.0 -0.2 0.0
H 2.196088 3.316910 1.515209 0.1 0.0 0.0
H 0.245650 5.782568 2.097654 0.0 0.1 0.0
H -2.109535 5.787557 2.823174 0.0 0.1 0.0
H -3.548218 3.835657 2.323797 -0.1 0.0 0.1
H -2.636930 1.901511 1.193835 0.0 0.0 0.0
C -0.892142 0.945795 3.952501 0.1 -0.1 0.0
C 0.498895 0.321446 3.911873 -0.1 0.3 -0.1
C 1.460260 1.152347 3.068446 -0.1 -0.1 0.0
C 0.521393 -1.130702 3.476852 0.0 0.1 0.2
C 1.296307 -1.947507 4.286696 0.1 -0.1 0.1
C 1.370216 -3.309834 4.099705 0.0 -0.1 0.0
C 0.644728 -3.856537 3.064681 0.1 -0.1 0.1
C -0.115582 -3.082032 2.195986 0.2 -0.1 0.0
C -0.825138 -3.931335 1.147888 -0.3 0.0 -0.1
C -2.088482 -4.555434 1.761502 0.2 0.0 -0.1
C -1.166734 -3.298449 -0.195411 0.3 -0.1 0.2
C -0.175319 -1.676738 2.371332 0.1 -0.3 0.2
N -0.882792 -0.884574 1.460099 0.4 0.6 -0.8
C -2.210621 -0.900079 1.519019 -0.3 0.0 0.1
C -2.991069 -1.363200 2.619545 0.2 0.2 -0.2
C -4.363422 -1.295864 2.619586 -0.3 0.0 -0.1
C -5.071700 -0.787309 1.535905 -0.2 0.0 0.1
C -4.361687 -0.329499 0.432169 0.2 0.0 -0.1
C -2.994859 -0.400077 0.447276 -0.1 -0.2 0.2
F -2.305087 0.032390 -0.691603 -0.5 -0.1 0.5
H -0.833638 1.953139 4.364145 0.0 0.1 0.0
H -1.563175 0.353710 4.572979 -0.1 -0.1 0.1
H -1.305270 1.017473 2.955974 -0.1 0.0 0.1
H 0.873158 0.338753 4.947228 0.0 -0.1 -0.2
H 1.189807 1.076616 2.015132 0.0 0.2 0.2
H 2.472091 0.770134 3.176670 0.2 0.0 0.0
H 1.419964 2.195332 3.383356 0.0 0.1 -0.1
H 1.860800 -1.493292 5.090718 0.0 0.1 0.1
H 1.972949 -3.932276 4.749263 0.0 0.0 0.0
H 0.670399 -4.931985 2.914905 0.0 0.0 -0.1
H -0.128403 -4.754707 0.927606 -0.1 0.1 0.1
H -2.838995 -3.785859 1.928315 -0.1 0.0 0.0
H -1.861713 -5.038856 2.712262 0.0 0.0 0.1
H -2.501823 -5.299965 1.081805 -0.1 -0.1 -0.1
H -2.063130 -2.691004 -0.134175 -0.1 0.1 -0.1
H -1.358411 -4.092785 -0.917565 0.0 -0.1 -0.1
H -0.350332 -2.678449 -0.557900 -0.1 -0.1 0.0
H -2.466456 -1.747802 3.481330 0.1 -0.1 0.1
H -4.911002 -1.640191 3.489671 0.0 0.0 0.1
H -6.150520 -0.736158 1.549694 -0.1 0.0 0.0
H -4.857806 0.092522 -0.429108 0.0 0.0 -0.1
F -1.876598 2.608553 -1.354436 0.0 0.4 -1.0
Sb -2.513154 3.685338 -2.843767 -1.5 1.7 0.3
F -3.335418 2.268433 -3.841553 0.7 0.4 0.4
F -0.907121 3.888922 -3.862605 -0.4 -0.6 0.4
F -3.303237 4.917060 -4.128090 0.3 -0.6 0.6
F -1.908059 5.220290 -1.825369 -0.2 -0.8 -0.5
F -4.149273 3.770856 -1.806566 0.7 -0.1 -0.6

---

Entry 2:
97
Properties=species:S:1:pos:R:3:forces:R:3 method="wB97M-V/def2-TZVPD" orbital_gap_ev="7.0 / 7.0" e_above_lowest_ev=1.146
Ir 1.698117 0.558288 -0.314425 0.3 -0.2 0.5
O 2.336653 6.362178 0.495685 0.0 0.0 0.0
C 1.056307 6.047483 0.524471 0.0 0.0 0.0
O 0.175004 6.867157 0.593508 0.0 0.0 0.0
C 0.710507 4.596099 0.472944 0.0 0.0 0.0
C -0.580346 4.115698 0.521564 0.0 0.0 0.0
N -0.518889 2.781099 0.465679 -0.1 0.0 -0.1
N 0.748989 2.346241 0.379719 0.0 -0.1 0.0
C 1.497625 3.446569 0.370339 0.0 0.1 0.1
C 2.950227 3.222473 0.195178 0.0 0.0 -0.1
O 3.749930 4.146814 0.313036 0.0 0.0 0.0
O 3.210589 2.007341 -0.080253 0.1 0.0 -0.1
H 2.930152 5.557244 0.446831 0.0 0.0 0.0
H -1.508241 4.655178 0.584207 0.0 0.0 0.0
H -1.273900 2.115385 0.550843 0.0 -0.1 0.0
Cl 5.385285 -0.478691 -3.512360 0.0 0.0 0.0
C 4.498153 -1.619872 -2.573718 0.0 0.0 -0.1
C 4.828785 -2.981741 -2.633587 0.0 0.0 0.0
C 4.165110 -3.899743 -1.867470 0.0 0.0 0.0
Cl 4.621403 -5.573497 -1.939911 0.0 0.0 0.0
C 3.115206 -3.499791 -1.008761 0.0 0.0 0.1
C 2.402645 -4.348730 -0.141264 0.0 0.0 0.1
C 1.406460 -3.817010 0.623781 0.1 0.0 -0.1
C 1.098709 -2.452441 0.533228 -0.1 0.1 0.0
N 1.766218 -1.602983 -0.231496 0.0 0.1 0.1
C 2.775967 -2.133417 -0.995999 0.0 0.0 -0.1
C 3.474102 -1.178565 -1.758021 0.0 0.0 0.2
O 3.118727 0.061781 -1.605171 -0.3 0.2 -0.4
H 5.631512 -3.297081 -3.285142 0.0 0.0 0.0
H 2.643075 -5.402220 -0.101552 0.0 0.0 0.0
H 0.824457 -4.432922 1.294490 0.0 0.0 0.0
H 0.284248 -2.069488 1.127849 -0.1 0.0 -0.1
C -0.138825 -4.557757 -2.262283 0.0 0.0 0.0
C -1.166160 -3.472758 -1.920304 0.0 0.0 0.0
C -2.573488 -4.059888 -2.085249 0.0 0.0 0.0
C -0.989642 -2.230475 -2.779135 0.1 0.0 0.0
C -0.838982 -2.428891 -4.148409 0.0 0.0 0.0
C -0.682554 -1.373040 -5.025463 0.0 0.0 0.0
C -0.709531 -0.084368 -4.531717 0.0 0.0 0.0
C -0.873856 0.169618 -3.174536 0.0 0.1 0.0
C -1.025495 1.614741 -2.746855 0.0 0.1 0.0
C 0.189637 2.467839 -3.113879 0.1 0.0 0.1
C -2.301103 2.222697 -3.340682 0.0 0.0 0.0
C -0.986439 -0.912154 -2.287450 0.0 0.0 0.0
N -1.152023 -0.653444 -0.882501 0.1 -0.4 0.2
B -0.261115 -0.043407 0.073568 -0.2 0.1 -0.4
N -0.991799 -0.062060 1.344479 -0.1 0.0 0.0
C -2.170081 -0.798011 1.107822 0.0 -0.1 0.0
C -2.263249 -1.134429 -0.185240 -0.1 0.2 0.0
C -0.850670 0.608288 2.624730 -0.1 0.0 0.0
C -1.908472 1.429038 3.088249 0.0 0.0 0.0
C -1.785400 2.047490 4.328086 0.0 0.0 0.0
C -0.661037 1.891499 5.113342 0.0 0.0 0.0
C 0.360019 1.086765 4.656178 0.0 0.1 0.0
C 0.291004 0.438301 3.426690 0.0 0.0 0.0
C 1.436972 -0.485894 3.082971 0.0 0.0 0.0
C 1.395367 -1.740518 3.961734 0.0 0.0 -0.1
C 2.803674 0.192231 3.178349 0.0 0.0 0.0
C -3.218188 1.700774 2.350723 0.0 0.0 0.0
C -4.380674 0.923891 2.983617 0.0 0.0 0.0
C -3.595865 3.190019 2.351474 0.0 0.0 -0.1
H -0.140985 -5.330898 -1.491698 0.0 0.0 0.0
H 0.868010 -4.148906 -2.341982 0.0 0.0 0.0
H -0.377983 -5.047017 -3.207310 0.0 0.0 0.0
H -1.025956 -3.199270 -0.873870 0.0 0.0 0.0
H -2.728292 -4.369885 -3.120637 0.0 0.0 0.0
H -3.359691 -3.346818 -1.840789 0.0 0.0 0.0
H -2.699205 -4.937170 -1.447616 0.0 0.0 0.0
H -0.840411 -3.439057 -4.536058 0.0 0.0 0.0
H -0.551053 -1.554904 -6.084040 0.0 0.0 0.0
H -0.615384 0.750560 -5.214435 0.0 0.0 0.0
H -1.137537 1.624223 -1.667606 0.0 0.0 0.1
H 0.378531 2.439679 -4.188091 0.0 0.1 0.0
H 1.095408 2.116041 -2.615419 0.0 0.0 0.0
H 0.022172 3.510000 -2.831520 0.0 0.0 0.0
H -2.226149 2.315006 -4.425441 0.0 0.0 0.0
H -2.464609 3.222979 -2.933827 0.0 0.0 0.0
H -3.177100 1.611459 -3.115708 0.0 0.0 0.0
H -2.850244 -1.041365 1.901221 0.0 0.1 0.0
H -3.079605 -1.629938 -0.679090 0.0 -0.1 0.0
H -2.594032 2.672704 4.683208 0.0 0.0 0.0
H -0.584585 2.392218 6.069456 0.0 0.0 0.0
H 1.242170 0.948910 5.267611 0.0 0.0 0.0
H 1.308286 -0.796676 2.057843 0.1 0.1 0.0
H 1.600336 -1.494787 5.005505 0.0 0.0 0.0
H 2.152144 -2.455912 3.631718 0.0 0.0 0.0
H 0.418567 -2.227781 3.918028 0.0 0.0 0.0
H 3.027978 0.499313 4.201547 0.0 0.0 0.0
H 2.863604 1.072889 2.539762 0.0 0.0 0.0
H 3.585264 -0.502569 2.864724 0.0 0.0 0.0
H -3.125859 1.379185 1.310847 0.0 0.0 0.0
H -4.525852 1.258620 4.012274 0.0 0.0 0.0
H -4.210867 -0.150371 3.017074 0.0 0.0 0.0
H -5.306089 1.106298 2.434477 0.0 0.0 0.0
H -4.033200 3.486665 3.305159 0.0 0.0 0.0
H -4.345582 3.386415 1.583115 0.0 0.0 0.0
H -2.737012 3.835229 2.179035 0.0 0.0 0.0

---

Entry 3:
99
Properties=species:S:1:pos:R:3:forces:R:3 method="wB97M-V/def2-TZVPD" orbital_gap_ev="5.3 / 8.0" multiplicity=8 total_charge=-1
Tb -0.764525 -0.619462 0.294987 1.0 0.1 -0.1
C -0.439226 3.638151 -1.024665 0.6 1.4 -0.5
C -0.946425 2.536960 -1.840549 -1.6 -0.3 -2.0
N -0.968009 1.244579 -1.606949 0.4 -0.2 0.1
C -1.641141 0.652437 -2.641522 -0.5 0.1 -0.4
C -2.137783 1.590966 -3.511055 1.1 0.8 0.8
N -1.647139 2.783504 -3.013870 0.6 0.5 1.2
C -3.065207 1.644059 -4.652917 0.2 -0.3 0.6
O -3.545943 0.516419 -5.080265 -0.1 -0.4 -0.5
O -3.394585 2.711411 -5.080166 -0.4 1.4 -0.7
C -1.789088 -0.830164 -2.724956 0.1 1.3 0.4
O -2.296628 -1.299092 -3.733512 -0.4 -0.7 -0.8
O -1.359976 -1.436893 -1.715082 0.4 -1.0 0.5
H 0.339678 3.281228 -0.386581 0.6 -0.2 0.4
H -1.206907 4.076576 -0.374339 0.1 -0.1 -0.3
H -0.003551 4.429156 -1.706941 -0.5 -0.7 0.8
H -1.784232 3.724604 -3.390041 -0.2 -0.8 -0.1
H -3.052056 -0.209634 -4.611451 0.0 -0.8 0.1
C -5.763909 0.648828 4.521101 0.3 0.2 1.2
C -5.326388 0.528605 3.122421 0.2 -0.2 -2.4
O -4.011424 1.114928 2.913434 -0.4 0.3 0.4
P -3.369863 1.216405 1.456999 -0.4 1.8 0.0
S -1.488326 1.794565 1.669577 -0.2 -0.2 0.2
S -3.647958 -0.340848 0.344729 -0.3 -0.7 -0.4
O -4.203721 2.505249 0.855736 0.2 -0.6 0.1
C -3.851423 2.940032 -0.474416 0.7 0.3 0.0
C -5.093161 3.142280 -1.287085 -0.6 1.1 -1.3
H -6.609782 -0.020075 4.725501 0.2 0.1 -0.1
H -6.079875 1.678060 4.750172 0.3 -0.3 0.1
H -4.904296 0.332317 5.147299 -0.6 0.3 0.0
H -6.034502 0.971849 2.399978 0.2 0.1 0.4
H -5.210642 -0.495076 2.786040 -0.2 -0.5 0.2
H -3.167457 2.214790 -0.929964 -0.4 0.0 0.0
H -3.279102 3.886445 -0.397606 -0.4 -0.4 0.2
H -5.625357 2.227982 -1.468958 -0.1 -0.7 0.1
H -4.944076 3.602944 -2.323819 0.3 -0.5 1.4
H -5.788530 3.798262 -0.749841 0.2 0.0 0.0
C 0.858194 1.155562 4.998831 -0.4 1.8 -0.9
C 1.496029 0.919646 3.611151 0.3 0.8 -0.2
C 1.403511 2.219604 2.709393 0.2 -1.1 0.6
C 0.878427 -0.335684 2.986618 1.7 0.0 -0.2
C 1.547040 -1.520544 3.660466 -0.8 -1.1 -0.2
O 2.698709 -1.777903 2.857285 -0.2 0.1 0.0
C 2.495763 -1.157906 1.657630 -1.7 0.1 0.6
N 1.279383 -0.540532 1.543663 -0.2 -0.2 1.1
C 3.579988 -1.117856 0.824187 -0.5 0.5 -0.6
C 4.793461 -1.667899 1.244788 2.0 0.2 -0.5
C 5.983512 -1.153602 0.721656 -0.7 0.1 0.5
C 5.953395 -0.114596 -0.232198 0.0 0.0 -0.7
C 4.715333 0.212884 -0.855942 1.1 0.4 -0.3
C 3.542910 -0.314358 -0.362022 0.0 0.5 -1.0
P 2.085951 -0.550711 -1.420677 0.0 0.3 0.1
C 2.703504 -2.024742 -2.319932 -0.6 -0.5 -0.4
C 1.740486 -3.008641 -2.648487 -0.9 0.8 0.5
C 2.100308 -4.204237 -3.178214 2.8 -0.5 -0.4
C 3.487112 -4.481880 -3.396677 -2.0 0.0 0.3
C 4.423851 -3.552986 -3.068163 -0.1 0.1 -0.3
C 4.039649 -2.316958 -2.567043 0.1 0.0 0.4
C 2.116183 0.790121 -2.688437 0.6 0.9 0.0
C 1.852699 0.528371 -4.033261 0.0 0.7 0.0
C 1.715861 1.569841 -4.946677 -0.4 -0.3 -0.6
C 1.887582 2.879356 -4.583185 0.1 -0.1 1.2
C 2.190224 3.183307 -3.257386 -0.1 -0.7 0.8
C 2.299231 2.163748 -2.309637 -0.2 -1.3 -1.1
H 1.478609 1.901814 5.537945 -0.5 -0.5 0.0
H 0.656165 0.304496 5.607664 0.5 -1.0 0.4
H -0.165041 1.573190 4.860400 0.6 0.1 -0.1
H 2.560962 0.659463 3.778998 -0.3 0.4 -0.2
H 0.468545 2.724542 2.931144 -0.1 0.0 -0.2
H 1.448331 1.935791 1.635902 0.1 0.3 0.7
H 2.191088 2.934140 2.953847 0.2 -0.2 -0.1
H -0.163528 -0.310431 3.212391 -1.1 -0.2 -0.4
H 0.852971 -2.401401 3.613282 0.7 0.5 0.3
H 1.931399 -1.313884 4.662614 -0.4 -0.2 0.0
H 4.790879 -2.439704 1.996372 0.1 0.0 0.2
H 6.943782 -1.477991 1.131130 -0.3 -0.1 -0.2
H 6.908205 0.289023 -0.605481 -0.6 -0.1 0.2
H 4.718873 0.843460 -1.790516 -0.1 -0.7 1.1
H 0.656279 -2.891251 -2.451994 0.8 0.4 0.0
H 1.380899 -4.946611 -3.354933 -0.9 -0.9 -0.3
H 3.838519 -5.427699 -3.745062 -0.2 -0.6 -0.3
H 5.439596 -3.862958 -3.226024 0.5 0.5 0.1
H 4.835541 -1.661071 -2.267553 0.0 0.4 0.1
H 1.738446 -0.438247 -4.473649 -0.1 -0.8 0.4
H 1.371313 1.355481 -5.964876 0.4 -0.1 0.3
H 1.756399 3.653318 -5.283217 -0.1 0.9 -0.8
H 2.252270 4.197891 -2.891866 0.2 0.2 -0.2
H 2.555707 2.368356 -1.288526 0.0 0.2 0.4
Br -1.770599 -6.147672 4.743186 0.0 -0.1 0.2
C -1.552017 -4.735646 3.491726 -0.3 0.0 0.1
C -0.820255 -4.945946 2.343565 0.1 -1.2 0.5
C -0.705298 -3.913331 1.455310 1.0 -0.1 -1.9
C -1.287483 -2.647913 1.547732 -0.1 -0.1 0.6
C -2.034885 -2.520083 2.711283 -0.3 -1.1 1.0
C -2.187794 -3.538648 3.695014 0.4 0.9 -0.8
H -0.382719 -5.942899 2.189297 0.0 0.6 -0.1
H -0.123398 -4.135123 0.551875 0.0 0.0 0.2
H -2.597792 -1.638012 2.891909 -0.4 0.9 0.2
H -2.749700 -3.368204 4.591919 -0.3 0.1 0.2